The following is a quantum chemistry calculation of a cluster of 11 separate species, C42H113N15O16 in total at a distorted geometry, from the OMol25 dataset.

```
186
Properties=species:S:1:pos:R:3:forces:R:3
C 12.188610 21.162576 14.360859 -1.4 -0.6 -0.7
O 11.446915 21.391649 13.344186 2.0 -0.6 2.6
N 13.385449 21.816344 14.579527 1.2 -0.6 0.4
N 11.811965 20.235938 15.381620 1.9 2.5 -1.1
H 13.870084 22.314238 13.807047 -0.9 -0.5 0.8
H 14.136777 21.472138 15.265769 -2.1 0.5 -1.3
H 11.008097 19.692956 15.237542 -0.9 -0.6 -0.5
H 12.577282 19.791697 15.874105 -0.1 -0.3 -0.2
C 12.653534 17.756116 12.548269 -0.6 0.6 -0.3
O 13.481314 16.839110 12.627352 -0.6 0.4 0.1
N 12.964360 19.016258 12.146844 -0.7 -0.5 -0.1
N 11.312594 17.613642 12.869731 0.4 -2.0 0.5
H 13.935582 19.162849 12.278937 1.1 0.7 -0.1
H 12.335528 19.783339 12.378267 0.1 -0.2 0.0
H 10.578184 18.150593 12.464194 0.1 0.7 -0.4
H 11.052471 16.639023 12.993662 0.0 0.2 0.1
C 14.416603 15.049897 18.047237 -0.3 -1.3 -0.6
O 13.910147 16.160627 17.928634 -0.2 -0.1 0.2
N 13.863210 13.893653 17.528780 2.1 -1.2 1.1
N 15.593508 14.818339 18.675367 1.0 0.3 0.7
H 14.261932 12.902167 17.597156 -0.4 2.2 0.3
H 13.055935 13.974368 16.994758 -1.8 0.3 -1.1
H 15.958024 13.883390 18.676608 0.1 0.0 0.3
H 16.096805 15.507740 19.236568 -0.7 -0.3 -0.6
C 16.616325 18.711147 12.432070 -0.4 1.1 0.6
O 15.645164 19.370834 12.854935 0.8 -0.5 -0.4
N 16.546224 17.407091 12.075569 2.0 0.1 -0.2
N 17.849369 19.278523 12.313439 -0.7 0.6 0.3
H 15.668717 16.945728 12.101554 -0.9 -0.5 0.2
H 17.443451 16.911037 11.924103 -1.5 0.3 0.1
H 18.591081 18.679817 12.066398 1.0 -0.3 -0.2
H 18.042464 20.202463 12.709284 -0.2 -0.4 -0.1
C 18.282047 11.960448 15.815253 -0.6 1.1 -0.2
O 16.933149 11.981437 16.293411 0.4 -0.8 -0.3
C 16.138313 10.803449 15.991490 0.7 2.0 0.1
C 15.648133 10.200022 17.264634 -1.6 0.1 1.6
N 15.425648 11.234380 18.337690 0.9 0.2 -2.7
C 15.339430 10.700003 19.640175 -0.1 -1.2 1.3
C 15.227784 11.854947 20.614364 -0.1 -1.4 0.5
O 16.422359 12.586435 20.481033 0.1 1.1 0.8
C 16.513752 13.579230 21.515002 -0.2 0.3 -0.8
H 18.563960 13.024917 15.888635 0.0 -0.3 -0.7
H 18.313405 11.571857 14.751381 0.3 0.4 1.3
H 18.977086 11.514217 16.531800 -0.1 -0.8 -0.3
H 16.706198 10.165501 15.353324 0.4 -0.9 -0.2
H 15.332693 11.181573 15.386218 -0.6 0.1 -0.1
H 16.215606 9.340525 17.639835 0.3 0.2 -0.1
H 14.627258 9.860228 17.098572 0.0 -0.7 -0.3
H 16.183149 11.914156 18.212268 -0.1 -0.5 0.5
H 16.210706 10.052966 19.917388 -0.4 0.3 -0.1
H 14.429341 10.057289 19.733969 0.5 0.4 -0.1
H 15.131238 11.465392 21.676304 -0.1 0.5 -1.1
H 14.330918 12.393445 20.266676 0.2 0.5 0.6
H 15.561730 14.072846 21.673367 -0.5 -0.2 0.2
H 17.172763 14.392041 21.259613 0.6 0.1 -0.7
H 16.908838 13.188269 22.425907 0.0 -0.7 0.8
C 8.589629 15.527070 13.872680 1.2 0.2 -1.6
O 9.921927 15.199924 14.281108 0.0 0.1 0.7
C 10.310905 15.669965 15.591192 -2.3 0.3 1.1
C 10.115979 14.613018 16.732422 0.3 -0.4 -2.1
N 10.964882 13.439727 16.486799 -0.6 -0.6 0.7
C 10.658226 12.385449 17.496605 1.7 -0.7 -1.0
C 9.383418 11.594859 17.308994 -0.6 1.3 -1.6
O 9.620066 10.767028 16.159702 -0.7 0.2 -0.5
C 8.477468 10.255386 15.436513 0.2 1.6 0.1
H 8.613518 16.252280 13.007828 0.0 -0.4 1.0
H 7.972228 15.885218 14.652885 -0.5 0.6 1.0
H 8.103822 14.655809 13.477467 -0.1 -0.7 -0.2
H 9.606660 16.511112 15.880051 0.9 -0.6 -0.4
H 11.316967 16.064895 15.592012 0.3 -0.2 -0.3
H 9.046242 14.328819 16.820139 0.3 0.3 -0.1
H 10.445061 15.023420 17.665229 0.1 0.6 0.6
H 10.829206 13.070039 15.549241 -0.1 0.1 0.1
H 10.753526 12.876041 18.464007 -0.2 -0.2 0.2
H 11.441257 11.571352 17.413643 -0.4 1.1 0.3
H 8.537114 12.323780 17.140053 0.4 -1.0 0.1
H 9.196380 10.996631 18.170580 -0.4 -0.5 0.8
H 8.034126 9.457340 16.016701 -0.5 -0.1 0.0
H 8.837207 9.866564 14.487706 0.3 -0.2 0.1
H 7.742017 11.078070 15.139392 0.7 -1.0 0.8
C 25.016942 17.212521 22.205753 -1.3 -0.5 -0.1
O 23.582057 17.154253 22.425234 1.8 0.2 0.2
C 23.042372 16.159418 21.594055 -0.7 0.8 0.0
C 21.555550 16.169658 21.889986 -1.0 -0.8 -0.5
N 21.006749 17.500053 21.619142 1.6 -0.6 -0.4
C 19.609155 17.698662 21.716626 -1.4 -1.9 1.6
C 18.863579 17.614736 20.427432 1.5 0.1 -0.9
O 19.123576 16.333752 19.900909 -0.3 -0.5 -0.2
C 18.979121 16.259006 18.497934 -0.2 -0.1 0.6
H 25.471242 16.216787 22.366131 -0.1 0.4 0.4
H 25.387416 17.980167 22.881602 0.3 -0.1 -0.2
H 25.195442 17.407631 21.141334 0.1 0.5 0.1
H 23.498121 15.225315 21.848822 0.2 -1.0 0.1
H 23.317221 16.417869 20.563291 -0.4 -0.2 -0.2
H 21.423335 15.809405 22.943472 0.0 0.5 -0.4
H 20.989820 15.436196 21.273192 0.6 0.4 0.2
H 21.598956 18.145619 22.108735 -0.3 0.5 0.2
H 19.358886 18.621119 22.164696 -0.1 1.3 0.6
H 19.152770 16.920278 22.388066 0.3 0.4 -0.2
H 19.414325 18.335315 19.794256 -0.7 0.2 -0.3
H 17.793841 17.809619 20.507052 -0.1 0.3 0.1
H 19.575064 17.053281 18.026916 -0.4 -0.1 -0.2
H 17.930952 16.221390 18.201641 -0.2 0.8 -0.2
H 19.308288 15.284689 18.207183 0.8 -0.6 -0.2
C 14.293976 22.668429 9.093034 1.1 -0.3 0.9
O 15.210055 23.247568 10.086347 -1.2 -0.5 -0.6
C 14.961037 22.751264 11.408281 0.7 -0.6 -0.6
C 15.972947 23.431127 12.377519 -0.9 -2.2 -0.6
N 15.958928 22.649761 13.633853 -0.5 0.5 -1.6
C 16.941034 22.996191 14.607068 -1.8 -0.7 2.2
C 18.358829 23.113707 14.179475 1.6 0.4 0.6
O 18.770101 22.044909 13.328977 0.0 0.5 0.8
C 20.187304 22.040713 13.069935 -1.4 1.8 -1.2
H 14.215538 21.569768 9.240812 0.2 0.5 0.0
H 14.736390 22.840973 8.099581 -0.3 0.2 0.5
H 13.279662 23.067408 9.182886 0.2 0.2 0.0
H 15.153934 21.660645 11.392639 0.2 0.2 0.1
H 13.898120 22.785429 11.669879 0.0 0.7 0.2
H 15.635183 24.422761 12.575614 0.2 1.0 0.1
H 16.923009 23.357284 11.818296 -0.1 0.5 0.4
H 15.912155 21.663969 13.418432 0.4 -0.3 0.0
H 16.850663 22.188955 15.425915 0.4 1.2 -1.1
H 16.567117 23.944368 15.110347 0.9 -0.8 -0.5
H 18.919883 23.072620 15.150918 0.0 0.1 -0.8
H 18.601787 24.091950 13.697641 -0.2 -0.6 0.1
H 20.164566 21.588803 12.088617 0.9 -0.3 -0.3
H 20.752718 21.503092 13.790454 0.4 -0.6 0.7
H 20.575207 23.100457 12.959343 -0.4 -1.1 0.2
C 21.836745 15.952445 14.696169 0.1 1.4 -0.2
O 21.865838 17.044350 13.748443 0.5 -1.3 0.5
C 20.641134 17.704075 13.728096 -0.7 0.4 -1.7
C 20.300698 18.275398 15.016301 -1.5 2.3 2.3
N 21.233561 19.390146 15.243738 1.9 -0.8 0.9
C 21.044115 20.018907 16.552998 -3.1 -0.7 -1.3
C 22.186137 20.641991 17.216548 1.3 0.6 -0.2
O 23.139366 19.621608 17.485111 0.5 -0.5 0.8
C 22.808783 18.800508 18.632586 -0.8 -0.1 -1.3
H 21.667857 16.372802 15.704446 0.4 -0.8 -0.4
H 22.751775 15.425716 14.607421 1.2 0.0 0.2
H 21.118381 15.193911 14.453178 -1.1 -0.1 -0.2
H 19.843270 17.058632 13.392041 -0.4 -0.7 -0.3
H 20.706193 18.539031 13.010409 0.2 -0.4 0.1
H 20.313056 17.520470 15.818648 0.1 0.2 0.0
H 19.254094 18.710892 15.129099 1.1 -0.5 -0.8
H 22.174774 18.958985 15.301804 -0.5 0.3 -0.4
H 20.624578 19.301516 17.263538 0.2 -0.5 0.2
H 20.142383 20.609590 16.377669 0.2 1.0 0.4
H 21.849942 21.019413 18.153124 -0.4 0.6 1.0
H 22.675910 21.509381 16.696940 -0.2 -1.1 0.1
H 23.607020 18.070644 18.767126 0.1 0.3 0.0
H 21.861332 18.235621 18.487820 0.5 0.1 -0.2
H 22.608334 19.382439 19.519406 0.4 0.4 0.4
C 12.617661 19.319986 18.724061 -0.4 1.8 -1.2
C 13.354958 19.729876 19.996267 1.1 0.3 -0.8
C 14.568076 18.788102 20.146471 -0.1 0.3 0.9
O 15.246661 18.925996 21.413122 -1.2 -0.6 0.3
C 14.555261 18.162480 22.408490 0.8 0.8 0.4
N 13.917907 21.082348 19.866708 1.3 0.1 1.0
H 13.041425 19.799276 17.792629 0.3 -0.9 1.2
H 11.600187 19.708841 18.622022 -0.2 0.1 0.7
H 12.539532 18.262634 18.616578 0.2 -0.8 -0.2
H 12.707842 19.722720 20.860133 -0.4 -0.6 0.4
H 15.345296 19.103642 19.451983 -0.4 -0.3 -0.5
H 14.235696 17.744956 20.013395 0.3 0.2 -0.2
H 14.541213 17.108106 22.132279 0.1 -0.1 0.2
H 13.544750 18.488932 22.624822 -0.5 0.2 -0.6
H 15.048434 18.361302 23.365745 0.4 -0.5 -0.2
H 14.427294 21.370033 20.737955 -0.7 -0.6 -1.1
H 13.221612 21.777187 19.724181 -0.8 0.5 -0.2
C 16.705725 17.471868 15.842708 -0.6 0.6 -1.1
C 15.556240 18.330976 16.368964 -0.4 0.4 0.4
C 15.884267 19.831846 16.331762 -1.6 0.3 -0.2
O 17.174739 20.177382 16.693914 1.3 0.2 0.9
C 17.510934 19.980662 18.078871 -0.6 -0.3 -1.7
N 14.215632 18.084740 15.770853 1.4 0.6 0.1
H 17.676145 17.753445 16.241151 0.0 0.1 0.1
H 16.747701 17.472913 14.733255 0.0 0.2 0.6
H 16.460250 16.482735 16.130470 0.0 -1.3 0.3
H 15.365935 18.025957 17.391257 0.4 0.1 0.5
H 15.162866 20.374701 17.004068 0.3 -0.4 -0.5
H 15.765965 20.207377 15.292126 0.0 -0.3 0.4
H 18.524521 20.291373 18.157481 0.9 -0.1 0.2
H 17.319778 18.962999 18.361810 0.4 -0.8 0.1
H 16.928988 20.555888 18.749651 -0.9 1.1 0.5
H 13.897585 17.211534 16.185854 -0.1 0.0 -0.5
H 14.378868 18.015959 14.773135 -0.5 -0.3 -0.3
```
Positions in Å, forces in eV/Å.

HOMO-LUMO gap	8.8	eV
SMILES	COC[C@H](C)N.COC[C@H](C)N.COCCNCCOC.COCCNCCOC.COCCNCCOC.COCCNCCOC.COCCNCCOC.NC(N)=O.NC(N)=O.NC(N)=O.NC(N)=O
highest occupied orbital energy	-8.41	eV
E_tot	-100493.421	eV